Record 1
ORCA calculation (ωB97M-V with the def2-TZVPD basis set) on a structure of composition C43H65As3ClN5O2Re.

Cartesian coordinates (Å):
Re  -0.2318  -0.3995  0.0771
C  2.0304  1.3283  2.5143
As  0.4125  0.2619  2.4584
C  0.8581  -1.0143  3.8486
C  -0.7708  1.4694  3.4156
C  -2.2766  1.1870  3.5498
C  -2.8249  2.3200  4.4391
C  -3.0194  1.2963  2.2141
As  -2.5899  0.1365  0.7179
C  -3.5569  1.0362  -0.6943
C  -3.6098  -1.4899  0.8963
C  -2.4870  -0.1905  4.2106
As  -4.2583  -0.4939  5.0963
C  -3.5382  -1.6540  6.4876
C  -4.9439  -1.9373  3.9702
H  2.1538  1.7194  3.5239
H  1.9813  2.1550  1.8090
H  2.8928  0.7103  2.2688
H  1.1985  -0.4358  4.7067
H  1.6647  -1.6762  3.5358
H  -0.0089  -1.5957  4.1525
H  -0.5968  2.4635  2.9888
H  -0.3458  1.5115  4.4219
H  -2.4834  3.2922  4.0758
H  -2.4811  2.2045  5.4690
H  -3.9137  2.3257  4.4610
H  -2.9310  2.3118  1.8122
H  -4.0888  1.1299  2.3765
H  -4.5683  1.2234  -0.3340
H  -3.6083  0.4054  -1.5800
H  -3.0868  1.9857  -0.9463
H  -4.6094  -1.2232  1.2293
H  -3.1530  -2.1679  1.6120
H  -3.6708  -1.9671  -0.0816
H  -1.7674  -0.2932  5.0269
H  -2.2786  -1.0027  3.4984
H  -2.9249  -1.0639  7.1675
H  -2.9539  -2.4832  6.0878
H  -4.3796  -2.0560  7.0504
H  -5.4010  -1.5320  3.0694
H  -5.7360  -2.4221  4.5410
H  -4.1952  -2.6899  3.7171
C  -1.2765  -0.9483  -4.2522
C  -1.0449  -0.3652  -3.0015
N  -0.7878  -1.0794  -1.9125
C  -0.8013  -2.4378  -2.0268
C  -1.0153  -3.1045  -3.2308
C  -1.2483  -2.3134  -4.3746
C  -1.0002  -4.5428  -3.2499
C  -0.8048  -5.2436  -2.1128
C  -0.6268  -4.5677  -0.8554
C  -0.4755  -5.2500  0.3700
C  -0.3735  -4.5367  1.5398
C  -0.4109  -3.1462  1.4942
N  -0.5060  -2.4611  0.3491
C  -0.6232  -3.1783  -0.8204
H  -1.4780  -0.3135  -5.1038
H  -1.0703  0.7102  -2.8842
H  -1.4236  -2.7880  -5.3325
H  -1.1636  -5.0533  -4.1904
H  -0.8025  -6.3260  -2.1254
H  -0.4598  -6.3339  0.3828
H  -0.2812  -5.0339  2.4954
H  -0.3724  -2.5618  2.3978
C  3.1845  4.8957  0.3931
C  2.1500  5.9709  0.7782
C  1.4341  5.5479  2.0695
C  2.9277  7.2572  1.0837
C  1.1216  6.2352  -0.3697
O  0.2634  7.3211  -0.0307
C  1.8081  6.4945  -1.7529
C  1.8277  8.0053  -2.1146
C  2.4234  8.3075  -3.4492
C  1.6151  8.2597  -4.6220
C  2.1175  8.6214  -5.8309
C  3.4823  9.0383  -5.9121
Cl  4.0998  9.5147  -7.3689
C  4.3186  9.0643  -4.7537
C  3.7875  8.7020  -3.5563
C  -0.0058  5.1786  -0.4731
N  0.2934  3.7545  -0.6969
C  -0.1455  2.7697  0.0541
N  0.1367  1.5931  -0.5292
C  0.8200  1.9779  -1.6667
N  0.9261  3.2684  -1.7979
H  3.6304  4.4855  1.3004
H  4.0044  5.3103  -0.1941
H  2.7678  4.0671  -0.1827
H  2.1318  5.5983  2.9060
H  1.0741  4.5139  2.0240
H  0.5907  6.1993  2.3032
H  3.7222  7.0367  1.7979
H  2.3096  8.0303  1.5477
H  3.4113  7.6688  0.1972
H  0.7717  8.0513  0.3436
H  1.2712  5.9614  -2.5434
H  2.8232  6.1001  -1.7497
H  2.3917  8.5575  -1.3626
H  0.8005  8.3694  -2.1044
H  0.5749  7.9721  -4.5342
H  1.5114  8.6256  -6.7267
H  5.3459  9.3883  -4.8514
H  4.3971  8.7462  -2.6625
H  -0.6812  5.4995  -1.2653
H  -0.5635  5.2031  0.4577
H  -0.7171  2.9098  0.9557
H  1.2042  1.2858  -2.3969
C  3.2138  -2.8130  -0.1830
C  3.1399  -2.4899  -1.6915
C  2.3629  -1.1750  -1.7762
O  1.7667  -0.9814  -0.4516
C  2.7319  -1.5479  0.4949
H  4.2233  -3.0657  0.1338
H  2.5648  -3.6519  0.0693
H  2.6319  -3.2825  -2.2374
H  4.1306  -2.3746  -2.1251
H  1.5567  -1.1883  -2.5027
H  3.0163  -0.3233  -1.9677
H  2.2122  -1.7104  1.4337
H  3.5306  -0.8184  0.6373

multiplicity: 2
HOMO-LUMO gap (spin up / spin down): 4.55 / 4.22 eV
net charge: +4
calculated total energy: -254324.7240 eV

Here are the Mulliken charges for atoms 1 to 5, given in e: 0.496, -0.927, 1.136, -1.640, -1.655

=====

Record 2
ORCA calculation (ωB97M-V with the def2-TZVPD basis set) on a structure of composition C43H65BBrEuF4N4O2P at a distorted geometry.

Cartesian coordinates (Å):
Eu  1.3291  -0.9262  -0.0049
C  0.6377  5.1852  -3.6661
C  -0.7852  4.7312  -3.3066
C  -1.6089  4.5664  -4.5917
C  -1.4552  5.8058  -2.4428
C  -0.6755  3.4029  -2.5648
C  -0.4864  2.1946  -3.2671
C  -0.2423  1.0267  -2.5616
N  -0.2339  0.9427  -1.2354
C  -0.5203  2.0841  -0.5362
C  -0.6889  3.3241  -1.1914
C  -0.7098  1.9741  0.8894
C  -1.5684  2.8684  1.5642
C  -1.8683  2.7037  2.9006
C  -1.2347  1.6316  3.5618
C  -0.3976  0.7921  2.8396
N  -0.1376  0.9200  1.5454
C  -2.8708  3.6357  3.5799
C  -4.2199  3.5750  2.8459
C  -2.3405  5.0755  3.5399
C  -3.1136  3.2459  5.0394
H  0.6212  6.1466  -4.1921
H  1.1203  4.4446  -4.3070
H  1.2410  5.2895  -2.7628
H  -1.8456  5.5474  -5.0136
H  -2.5467  4.0472  -4.3853
H  -1.0657  4.0015  -5.3499
H  -1.6472  6.7013  -3.0409
H  -0.8206  6.0947  -1.6045
H  -2.4070  5.4426  -2.0511
H  -0.4809  2.1617  -4.3493
H  -0.0582  0.1018  -3.0946
H  -0.7724  4.2142  -0.5849
H  -2.0363  3.6644  0.9985
H  -1.3893  1.4363  4.6143
H  0.0929  -0.0391  3.3343
H  -4.1140  3.8308  1.7923
H  -4.9254  4.2785  3.3025
H  -4.6446  2.5721  2.9108
H  -2.1982  5.4124  2.5128
H  -1.3809  5.1445  4.0557
H  -3.0490  5.7536  4.0283
H  -3.4713  2.2176  5.1128
H  -3.8764  3.9008  5.4704
H  -2.2040  3.3473  5.6343
F  4.2965  -2.6116  2.3463
B  4.7394  -1.8308  1.2650
F  3.6503  -1.8185  0.2645
F  4.9391  -0.5136  1.6832
F  5.8591  -2.3709  0.6706
O  2.1049  -0.8648  2.4513
H  2.7057  -1.5794  2.7166
H  2.6868  -0.1024  2.2937
Br  0.7774  -2.2923  -2.3489
O  2.6251  3.5307  0.2482
C  2.4616  2.3432  0.2222
N  2.3368  1.1627  0.1874
C  2.5745  0.5725  -4.7878
C  3.6522  0.9198  -3.7606
P  3.5876  -0.1567  -2.2436
C  4.2097  -1.7565  -2.9673
C  5.6283  -1.8080  -3.5319
C  5.0955  0.4570  -1.3411
C  6.1754  1.2407  -2.0884
H  2.7548  1.1005  -5.7286
H  1.5924  0.8549  -4.4167
H  2.5519  -0.4986  -4.9951
H  3.5286  1.9524  -3.4222
H  4.6433  0.8356  -4.2119
H  3.4785  -2.0453  -3.7235
H  4.1174  -2.4900  -2.1638
H  5.7880  -1.0617  -4.3135
H  5.8151  -2.7918  -3.9721
H  6.3649  -1.6536  -2.7423
H  5.5389  -0.4230  -0.8747
H  4.7089  1.0712  -0.5287
H  6.6414  0.6575  -2.8839
H  6.9598  1.5193  -1.3796
H  5.7760  2.1595  -2.5198
C  -0.7346  -6.8919  3.2504
C  -0.0031  -5.8429  2.4479
C  1.3027  -6.0751  2.0326
C  1.9604  -5.1042  1.2709
C  3.3771  -5.3222  0.8071
C  1.2973  -3.9425  0.9507
C  -0.0455  -3.6602  1.3179
C  -0.6609  -4.6688  2.1085
N  -0.5632  -2.4928  0.8709
C  -2.0160  -2.3170  0.8518
C  -2.7659  -3.5115  0.2208
C  -4.2701  -3.2236  0.1323
C  -4.8278  -2.9370  1.5305
C  -4.1217  -1.7147  2.1265
C  -4.3490  -0.4986  1.2257
C  -3.8037  -0.8057  -0.1701
C  -4.5246  -2.0136  -0.7674
C  -2.3115  -1.1186  -0.0628
C  -2.6197  -1.9949  2.2367
H  -0.0439  -7.6476  3.6288
H  -1.4799  -7.4009  2.6324
H  -1.2572  -6.4463  4.0998
H  1.8102  -6.9983  2.2958
H  3.5625  -6.3805  0.6092
H  4.0831  -4.9858  1.5683
H  3.5782  -4.7570  -0.1035
H  1.8019  -3.2280  0.3117
H  -1.6703  -4.5415  2.4713
H  -2.6123  -4.4291  0.7900
H  -2.3503  -3.6809  -0.7777
H  -4.7789  -4.1015  -0.2863
H  -4.6712  -3.8073  2.1783
H  -5.9079  -2.7515  1.4719
H  -4.5270  -1.5115  3.1261
H  -3.8159  0.3650  1.6357
H  -5.4177  -0.2491  1.1819
H  -3.9406  0.0682  -0.8173
H  -4.1370  -2.2100  -1.7721
H  -5.6024  -1.8243  -0.8568
H  -1.7935  -0.2563  0.3390
H  -1.9060  -1.3355  -1.0542
H  -2.4548  -2.8153  2.9382
H  -2.1062  -1.1186  2.6368

multiplicity: 8
HOMO-LUMO gap (spin up / spin down): 3.66 / 4.44 eV
net charge: -2
calculated total energy: -165923.3181 eV

Here are the Mulliken charges for atoms 1 to 5, given in e: 0.309, -1.604, 2.069, -1.893, -2.010

=====

> Which of these has the highest net charge?

C43H65As3ClN5O2Re